Record 1
The following is a quantum chemistry calculation of a single C7H7N4O2PS2 molecule in a non-equilibrium geometry, from the Open Molecules 2025 dataset.

```
23
C7H7N4O2PS2 ωB97M-V/def2-TZVPD
H -0.422 0.680 3.881
N -0.685 0.887 2.924
C -0.665 -0.165 2.246
C -1.020 -0.174 0.802
C 0.176 -0.436 -0.137
C 0.792 -1.674 0.315
N 1.320 -2.637 0.657
C -0.389 -0.667 -1.589
C 0.173 -1.833 -2.241
N 0.468 -2.758 -2.863
N -0.257 0.546 -2.429
C -1.251 1.213 -2.527
S -2.438 2.188 -2.241
P 1.529 0.848 -0.093
O 0.942 2.314 -0.362
O 2.217 0.882 1.345
S 2.825 0.397 -1.446
H -0.401 -1.106 2.724
H -1.717 -0.993 0.662
H -1.558 0.730 0.551
H -1.444 -0.846 -1.453
H 0.042 2.286 -0.705
H 1.760 0.319 1.980
```

2S+1   1
HOMO energy   -0.329 hartree
Maximum force   0.067 Eh/bohr
Charge   0
Structure (SMILES)   [H]/N=C/C[C@@](C#N)([C@H](C#N)N=C=S)P(O)(O)=S

***

Record 2
The following is a quantum chemistry calculation of a gas-phase ion, C7H7N4S (charge -1) in a non-equilibrium geometry, from the Open Molecules 2025 dataset.

```
19
C7H7N4S ωB97M-V/def2-TZVPD
C -0.929 1.964 0.604
C 0.386 1.642 0.379
C -1.902 0.985 0.269
C 0.752 0.392 -0.060
C -1.568 -0.287 -0.077
C -0.227 -0.673 -0.279
C 1.400 -2.363 -0.714
N 0.440 -0.854 -3.111
N 2.171 -1.889 -1.961
N 0.080 -1.932 -0.613
N 1.532 -1.306 -2.835
S -0.304 0.091 -4.079
H -1.147 3.018 0.881
H 1.127 2.368 0.599
H -3.001 1.151 0.433
H 1.699 0.004 -0.361
H -2.171 -1.084 -0.328
H 1.573 -3.419 -0.649
H 1.914 -2.141 0.300
```

2S+1   1
HOMO energy (alpha / beta)   -0.113 / -0.113 hartree
Maximum force   0.070 Eh/bohr
ΔE to the lowest compared entry with this formula, charge and spin   103.4 kJ/mol
Charge   -1

***

Record 3
The following is a quantum chemistry calculation of a single C7H7N5O molecule in a non-equilibrium geometry, from the Open Molecules 2025 dataset.

```
20
C7H7N5O ωB97M-V/def2-TZVPD
O 1.817 1.937 -0.346
C 0.531 1.637 0.225
N -0.318 1.465 -0.903
C -0.819 0.293 -1.384
N -1.482 0.112 -2.493
C -1.867 -1.154 -2.474
N -1.477 -1.814 -1.336
C -0.742 -0.857 -0.618
C -0.103 -0.802 0.682
N 0.201 -1.752 1.536
C 0.968 -1.114 2.501
C 1.144 0.186 2.231
N 0.470 0.399 1.049
H 2.521 1.897 0.380
H 0.270 2.520 0.927
H -0.120 2.040 -1.689
H -2.349 -1.667 -3.390
H -1.660 -2.687 -0.917
H 1.578 -1.627 3.279
H 1.436 0.988 2.741
```

2S+1   1
HOMO energy   -0.276 hartree
Maximum force   0.082 Eh/bohr
ΔE to the lowest compared entry with this formula, charge and spin   38.9 kJ/mol
Charge   0
Structure (SMILES)   O[C@H]1Nc2nc[nH]c2-c2nccn21

***

Record 4
The following is a quantum chemistry calculation of a molecular structure, C7H7NO2 in a non-equilibrium geometry, from the Open Molecules 2025 dataset.

```
17
C7H7NO2 ωB97M-V/def2-TZVPD
C -2.116 -1.929 -0.314
C -1.249 -1.189 0.520
C -1.713 -1.727 -1.606
C -0.362 -0.585 -0.316
C 0.800 1.715 1.036
C 1.829 2.665 1.450
C 1.114 0.635 0.331
N -0.623 -0.900 -1.601
O 1.627 3.659 2.100
O 2.306 0.259 -0.125
H -2.940 -2.533 0.013
H -1.279 -1.119 1.588
H -2.116 -2.114 -2.520
H -0.225 1.921 1.300
H 2.841 2.405 1.089
H -0.162 -0.543 -2.421
H 2.269 -0.619 -0.523
```

2S+1   1
HOMO energy   -0.322 hartree
Maximum force   0.111 Eh/bohr
ΔE to the lowest compared entry with this formula, charge and spin   304.7 kJ/mol
Charge   0